Density functional theory data (ωB97M-V/def2-TZVPD) for a cluster of 3 separate species, C28H43F7N4O2S in total.

The orbital gap comes out at 6.0 eV. The value obtained for the LUMO energy is -2.00 eV. The structure (SMILES) is C=Cc1c(C(F)(F)C(F)(F)C(F)(F)F)cc(CCOC(=O)CC)c2nsnc12.CCN(CC)CC.CCN(CC)CC. The calculation puts the total energy at -69626.4075 eV.

Last column: Löwdin charge in e.
Element x y z (Å)
F: 6.423 1.931 2.446  0.043
C: -3.697 0.957 0.525  -0.196
N: 2.870 7.949 0.285  -0.191
C: 3.845 1.488 2.752  -0.077
H: 3.604 -2.035 3.200  0.074
C: 3.173 6.945 1.309  -0.247
H: -4.432 1.873 0.314  0.139
H: -0.830 -6.762 -0.868  0.113
N: 0.094 -3.436 0.628  -0.251
C: -3.161 -7.854 -3.064  -0.269
C: 3.647 5.575 0.835  -0.095
H: -3.477 0.494 -0.552  0.148
H: -2.591 1.817 2.338  0.137
H: 3.775 -3.885 2.365  0.072
O: -4.425 0.032 1.408  -0.127
H: -2.994 -9.736 -4.158  0.063
C: 3.158 -2.090 0.930  -0.127
C: -0.940 -0.947 0.884  -0.136
F: 2.998 2.728 0.729  -0.036
H: -9.096 0.242 2.978  0.087
H: 3.945 7.359 1.970  0.109
O: -5.466 1.885 2.714  -0.044
C: -6.985 -0.194 2.100  -0.141
H: -7.477 -0.096 1.042  0.124
H: -3.839 -9.871 -2.600  0.080
F: 5.653 -0.418 2.574  0.037
H: 4.042 5.009 1.686  0.058
C: -1.274 -5.452 -2.508  -0.099
H: 0.389 -8.936 -4.547  0.073
C: 1.635 7.722 -0.466  -0.252
C: -5.558 0.679 2.088  -0.233
F: 4.307 0.789 0.256  0.006
C: -3.680 -9.230 -3.474  -0.094
C: 0.464 1.466 1.182  0.067
H: 4.761 9.910 -1.807  0.072
N: -2.121 -1.879 0.730  -0.294
H: 0.010 -8.626 -2.056  0.116
H: -6.644 -1.325 2.269  0.127
H: 3.102 9.426 -2.149  0.062
H: 0.784 6.807 -2.221  0.072
H: -1.086 -9.683 -2.876  0.102
H: -1.057 -7.983 -4.867  0.069
H: 0.824 7.469 0.229  0.114
F: 3.792 2.947 3.114  0.017
C: -2.352 1.601 1.205  -0.135
C: -0.811 -8.624 -2.785  -0.251
S: -1.682 -3.569 0.574  0.912
N: -1.956 -7.902 -2.230  -0.190
C: -1.002 0.679 1.087  -0.057
C: 4.043 8.351 -0.498  -0.270
C: 3.521 -2.746 2.247  -0.009
H: -7.879 -0.699 4.153  0.088
C: 1.845 0.525 1.113  0.007
H: 1.629 5.665 -1.187  0.053
H: 2.297 6.810 1.956  0.112
H: 3.458 10.436 -0.730  0.079
H: -3.966 -7.372 -2.493  0.117
C: 0.360 -1.955 0.800  -0.181
H: -7.705 1.191 3.906  0.083
C: 5.390 0.985 2.993  -0.124
H: 0.468 2.630 1.295  0.110
C: 1.664 6.683 -1.582  -0.089
H: 2.829 4.986 0.417  0.040
H: 2.545 6.778 -2.223  0.069
C: 3.296 1.329 1.216  -0.153
H: -0.270 -5.562 -2.923  0.060
C: -1.639 -6.619 -1.596  -0.264
H: 4.447 5.644 0.092  0.076
H: 4.865 8.581 0.193  0.118
H: -2.145 2.626 0.655  0.131
H: -4.638 -9.125 -3.992  0.072
H: -1.278 -4.521 -1.932  0.013
H: -3.008 -7.249 -3.963  0.095
H: 1.319 8.678 -0.904  0.101
H: 0.333 -7.255 -4.037  0.055
C: -7.968 0.183 3.357  -0.136
H: 4.394 7.542 -1.146  0.095
F: 5.599 1.012 4.490  0.017
H: -1.983 -5.328 -3.332  0.072
H: -2.504 -6.316 -0.992  0.095
C: 1.793 -1.133 0.952  -0.025
F: 2.850 0.826 3.678  0.018
H: 3.820 -2.269 -0.026  0.112
C: 3.818 9.603 -1.343  -0.095
C: -0.267 -8.163 -4.133  -0.090